Formula: H26NeO13
Source: the OMol25 dataset
Level of theory: wB97M-V/def2-TZVPD

* ΔE to the lowest compared entry with this formula, charge and spin: 0.9761 eV
* Kohn-Sham gap: 0.3656 hartree
* charge: 0

Each line ends with the Mulliken charge.
CARTESIAN COORDINATES (ANGSTROEM)
Ne -0.46 -0.39 0.07  0.04
O -0.25 -2.35 2.85  -0.76
H -0.82 -2.07 3.57  0.29
H 0.11 -3.19 3.14  0.32
O 1.80 -0.80 -2.65  -0.77
H 2.31 0.01 -2.54  0.34
H 2.18 -1.20 -3.43  0.30
O -0.38 3.07 0.92  -0.53
H -0.55 3.99 1.14  0.26
H -1.24 2.71 0.72  0.35
O 2.39 2.93 -0.41  -0.61
H 1.62 2.88 0.17  0.32
H 2.97 3.55 0.03  0.30
O -2.74 1.87 -0.17  -0.78
H -2.96 2.68 -0.62  0.31
H -2.09 1.45 -0.74  0.36
O 2.60 -2.57 -0.54  -0.66
H 2.51 -1.82 -1.13  0.40
H 1.71 -2.78 -0.27  0.37
O -0.70 0.32 -2.73  -0.73
H -1.08 -0.45 -3.16  0.28
H 0.24 0.14 -2.70  0.42
O 0.03 -3.33 0.26  -0.81
H -0.15 -2.84 1.06  0.48
H -0.39 -4.18 0.41  0.29
O 1.82 2.15 3.08  -0.65
H 1.95 1.21 3.17  0.42
H 1.44 2.27 2.21  0.27
O -2.34 -2.36 -0.97  -0.66
H -2.81 -3.20 -0.96  0.26
H -1.46 -2.57 -0.67  0.43
O -3.63 -0.46 1.03  -0.68
H -3.27 -1.09 0.40  0.33
H -3.38 0.40 0.68  0.41
O 1.84 -0.51 3.23  -0.72
H 1.16 -1.16 3.09  0.38
H 2.41 -0.59 2.47  0.35
O -0.38 3.04 -3.21  -0.63
H 0.40 3.14 -3.76  0.29
H -0.41 2.10 -3.01  0.41


Formula: C3H12N4O
Source: the OMol25 dataset
Level of theory: wB97M-V/def2-TZVPD

* ΔE to the lowest compared entry with this formula, charge and spin: 6.0349 eV
* Kohn-Sham gap (alpha / beta): 0.2831 / 0.2830 hartree
* charge: +2

Each line ends with the Mulliken charge.
CARTESIAN COORDINATES (ANGSTROEM)
C -0.08 -0.12 -1.22  -0.10
C 1.38 -1.81 -0.32  -0.85
C -1.27 2.32 0.94  -0.72
N 0.53 1.05 0.27  -0.26
N 0.03 -1.26 -0.54  0.43
N -0.84 -1.55 0.51  -0.59
N -0.20 1.36 1.22  0.31
O 0.87 -0.11 -2.09  -0.37
H -1.01 0.32 -1.60  0.49
H 2.15 -1.12 -0.78  0.41
H 1.53 -2.21 0.76  0.33
H 1.52 -2.82 -0.95  0.31
H -1.34 2.56 -0.11  0.31
H -2.29 1.81 1.10  0.37
H -1.22 3.37 1.37  0.36
H 1.41 0.67 0.46  0.29
H -1.58 -2.18 0.20  0.28
H -0.41 -1.88 1.36  0.28
H 0.06 0.96 2.11  0.30
H 0.77 0.65 -2.70  0.41


Formula: C8H8N3
Source: the OMol25 dataset
Level of theory: wB97M-V/def2-TZVPD

* ΔE to the lowest compared entry with this formula, charge and spin: 5.8551 eV
* Kohn-Sham gap (alpha / beta): 0.3021 / 0.2117 hartree
* charge: +1

Each line ends with the Mulliken charge.
CARTESIAN COORDINATES (ANGSTROEM)
C -1.12 2.36 -1.88  -0.41
C -1.75 1.21 -2.40  -0.43
C -0.36 2.24 -0.68  -0.17
C -1.35 0.03 -1.86  0.63
C -0.78 -2.02 -1.57  -0.23
C -0.18 -1.21 -0.52  0.41
C 0.92 -1.77 1.05  -0.10
C 1.13 -0.81 2.07  -0.78
N -0.06 1.10 -0.15  -1.24
N -1.54 -1.24 -2.28  -0.53
N -0.50 0.07 -0.79  0.85
H -1.50 3.38 -2.02  0.38
H -2.20 1.14 -3.35  0.46
H 0.08 3.10 -0.26  0.46
H -0.96 -3.12 -1.48  0.35
H 0.85 -2.82 0.83  0.41
H 1.24 -1.22 3.16  0.31
H 0.40 0.12 1.98  0.28
H 1.97 -0.17 1.96  0.33


Which value of ΔE to the lowest compared entry with this formula, charge and spin does entry 1 give?
0.9761 eV


Which formula does entry 1 have?
H26NeO13


Which of these has the highest ΔE to the lowest compared entry with this formula, charge and spin?
C3H12N4O